[1]
28
Properties=species:S:1:pos:R:3 method="wB97M-V/def2-TZVPD" homo_lumo_gap_ha="0.1425 / 0.2590" energy_ha=-574.16701 max_force_ev_per_a=5.769 e_above_lowest_kcal_mol=12.6 multiplicity=3
C 4.90735 0.83505 0.47120
C -1.25727 -1.35647 -0.33149
C -1.16540 -0.00028 0.59047
C 0.67885 0.11257 -0.85043
C -2.30482 0.92620 0.49867
C 0.25769 0.64124 -2.19339
C 0.83179 0.94742 1.39350
C 0.88560 -2.30043 0.12106
N 0.08796 0.59934 0.28792
N -0.01075 -1.62129 -0.77503
O 4.21823 1.71295 0.67401
O 5.58786 -0.05990 0.23724
H -1.66480 -2.14575 0.45209
H -1.86786 -1.29301 -1.23354
H -1.10231 -0.15362 1.63502
H 1.72444 -0.01865 -0.79704
H -2.48550 1.09706 -0.55945
H -2.18417 1.84577 1.11253
H -3.25608 0.35369 0.82869
H -0.79904 0.82383 -2.43828
H 0.61169 -0.18891 -2.95436
H 0.79928 1.58081 -2.25569
H 0.70853 2.02298 1.51160
H 0.52395 0.45168 2.33761
H 1.88773 0.66574 1.26483
H 0.81664 -1.81242 1.13761
H 0.77030 -3.36416 0.31558
H 1.85811 -2.23886 -0.29251

***

[2]
32
Properties=species:S:1:pos:R:3 method="wB97M-V/def2-TZVPD" homo_lumo_gap_ha="0.2850 / 0.2690" energy_ha=-5547.19615 max_force_ev_per_a=0.271 charge=+1 e_above_lowest_kcal_mol=9.4 multiplicity=2
Ru -0.45418 -0.14247 -0.40890
N -0.17565 1.75456 -1.43177
C -1.50869 2.16956 -1.94330
C -2.48486 1.00791 -2.04308
O -3.50376 1.07474 -2.67230
N -2.10456 -0.10805 -1.29742
C -3.00920 -1.23922 -1.15208
C -2.36823 -2.26868 -0.22981
O -2.92572 -3.28500 0.07019
O -1.15275 -1.93735 0.20805
H 0.22952 2.51126 -0.89244
H 0.44954 1.61545 -2.21945
H -1.43444 2.65466 -2.91425
H -1.94505 2.88433 -1.24574
H -3.20939 -1.69977 -2.12051
H -3.96788 -0.92133 -0.74079
C 1.06895 1.52182 2.34334
Se -0.25452 0.14868 1.97692
C 0.80802 -1.43599 2.39318
C 2.08124 -1.52334 1.57859
Se 1.74701 -1.31098 -0.35131
C 3.22648 -0.12470 -0.77271
H 1.35659 1.44778 3.38973
H 0.59091 2.48358 2.17360
H 1.93666 1.41190 1.69983
H 0.12521 -2.25664 2.18071
H 1.02523 -1.40804 3.46057
H 2.54761 -2.49806 1.71066
H 2.80441 -0.75635 1.85170
H 3.17492 0.79819 -0.20190
H 3.17420 0.08485 -1.83850
H 4.15236 -0.65331 -0.56080

***

> Among the records above, which one has the highest multiplicity?

C8H16N2O2